Record 1
Density functional theory data (wB97M-V/def2-TZVPD) for a cluster of 8 separate species, C35H82Cl4O2S2 in total.

Values from the calculation:
* spin multiplicity: 1
* net charge: 0
* relative energy (zero: lowest compared OMol25 entry of this formula, charge and spin): 0.0 kcal per mole

Geometry (Å):
C: 4.10776 20.06763 1.68657
S: 2.82518 19.17938 2.59316
O: 2.98325 17.72470 2.25425
C: 3.53956 19.30072 4.26555
H: 5.08574 19.60174 1.80020
H: 4.16840 21.09245 2.05634
H: 3.84363 20.05080 0.62984
H: 4.61803 19.24376 4.14336
H: 3.02344 18.57142 4.87672
H: 3.35321 20.31822 4.62398
C: 2.23277 23.11681 2.06479
S: 3.01493 23.77277 3.54848
O: 4.08632 22.80293 3.92332
C: 3.79733 25.16933 2.72723
H: 1.58399 23.88222 1.63693
H: 1.67849 22.20118 2.25829
H: 2.99849 22.88568 1.31992
H: 4.48677 24.82570 1.95483
H: 4.36160 25.76411 3.44367
H: 3.02519 25.81524 2.30733
C: 8.07574 19.22884 3.59070
Cl: 8.01082 19.42834 5.35595
Cl: 7.61521 20.74517 2.82456
Cl: 9.70617 18.75258 3.11989
Cl: 6.95486 17.93738 3.06901
C: 6.88055 20.55821 -2.26721
C: 6.06447 19.27818 -2.11573
C: 6.80382 18.12419 -1.43679
C: 5.95321 16.87437 -1.29674
C: 4.84708 16.94573 -0.25354
C: 4.06726 15.64269 -0.11884
H: 6.70846 21.25279 -1.43777
H: 6.57993 21.13343 -3.14476
H: 7.95433 20.36608 -2.26947
H: 5.20772 19.48866 -1.46714
H: 5.68298 18.92277 -3.07489
H: 7.12023 18.44671 -0.43655
H: 7.72691 17.84614 -1.95625
H: 5.48903 16.54416 -2.23677
H: 6.59122 16.00830 -1.07259
H: 5.21843 17.26182 0.72532
H: 4.12458 17.72815 -0.52290
H: 3.31419 15.77090 0.65826
H: 3.62550 15.32081 -1.06104
H: 4.73348 14.85196 0.24401
C: 4.25930 19.56900 -5.48787
C: 3.72782 20.96608 -5.19278
C: 3.48353 21.28976 -3.71745
C: 2.51025 20.34393 -3.00354
C: 2.16023 20.90311 -1.63009
C: 1.35378 19.97288 -0.74524
H: 4.03132 19.29551 -6.51869
H: 3.69229 18.83123 -4.91002
H: 5.31379 19.44494 -5.25561
H: 4.42716 21.71189 -5.59419
H: 2.84035 21.18999 -5.79678
H: 3.15806 22.32216 -3.58419
H: 4.46178 21.19275 -3.22720
H: 1.61949 20.28268 -3.63970
H: 2.92529 19.34033 -2.89818
H: 3.09403 21.18374 -1.12151
H: 1.67865 21.87883 -1.76593
H: 1.18588 20.32275 0.27648
H: 0.37425 19.75084 -1.17342
H: 1.87479 19.01761 -0.61504
C: 0.57374 14.38607 -0.78735
C: 0.13047 15.53805 0.11468
C: -0.19807 15.06033 1.52664
C: 1.01982 14.84176 2.43741
C: 0.66391 14.22191 3.78483
C: 1.88679 13.97672 4.65390
H: 1.54290 13.97072 -0.49375
H: 0.73143 14.67667 -1.82671
H: -0.16437 13.59136 -0.67534
H: 0.86283 16.34831 0.14833
H: -0.79118 15.97123 -0.28542
H: -0.83103 14.16509 1.50900
H: -0.80980 15.81512 2.03620
H: 1.77045 14.23168 1.92569
H: 1.45215 15.83677 2.57639
H: -0.06799 14.84140 4.31202
H: 0.14054 13.27917 3.59094
H: 2.43729 14.88584 4.91867
H: 1.58527 13.51889 5.59829
H: 2.63222 13.37393 4.13055
C: 4.63062 20.82431 6.95344
C: 5.00567 21.36143 8.34727
C: 3.82945 21.33606 9.33102
C: 4.03663 22.22977 10.56543
C: 2.79189 22.30357 11.43571
C: 2.50020 21.05832 12.25068
H: 4.01916 21.59108 6.47910
H: 4.05283 19.90341 7.02305
H: 5.58622 20.68342 6.45304
H: 5.82343 20.78565 8.79342
H: 5.37486 22.38708 8.25965
H: 3.62772 20.29018 9.58027
H: 2.93159 21.70703 8.82021
H: 4.92661 21.87125 11.09350
H: 4.28854 23.21897 10.17417
H: 2.88435 23.16327 12.11229
H: 1.95675 22.59263 10.78863
H: 1.58149 21.12559 12.83090
H: 2.46584 20.18922 11.58994
H: 3.30437 20.88357 12.97047
C: 4.34807 13.10605 7.08197
C: 4.63257 14.58097 7.29612
C: 3.42021 15.42778 7.63452
C: 3.73674 16.93814 7.62605
C: 4.71706 17.39496 8.69745
C: 4.19111 17.36400 10.13283
H: 5.16796 12.48875 6.72340
H: 3.51907 12.98644 6.37207
H: 3.92209 12.62491 7.97283
H: 5.44169 14.75273 8.01285
H: 5.09981 14.91772 6.35847
H: 3.01291 15.19831 8.62366
H: 2.63094 15.21223 6.91053
H: 4.12011 17.21463 6.64096
H: 2.78370 17.44201 7.82159
H: 5.64946 16.82591 8.65781
H: 5.00851 18.43127 8.49525
H: 4.95838 17.76362 10.79730
H: 3.22917 17.85643 10.27051
H: 4.06080 16.32616 10.46149

Atoms 1-2, force components in eV/Å:
C 0.139 0.148 0.073
S 0.445 -0.714 0.373

Record 2
Density functional theory data (wB97M-V/def2-TZVPD) for the molecule C5H5NO.

Values from the calculation:
* spin multiplicity: 1
* net charge: 0
* SMILES string: Oc1ccncc1
* relative energy (zero: lowest compared OMol25 entry of this formula, charge and spin): 58.8 kcal per mole

Geometry (Å):
O: -1.83038 1.23083 0.57140
C: -0.90734 0.34762 0.17383
C: -0.83174 -0.99298 0.13331
C: 0.48504 -1.51780 -0.05779
N: 1.57353 -0.88190 -0.36238
C: 1.53764 0.43695 -0.51165
C: 0.40203 1.19118 -0.15060
H: -2.43992 0.68261 0.82791
H: -1.60635 -1.69068 0.68887
H: 0.81604 -2.49744 0.52114
H: 2.45778 0.81608 -1.18134
H: 0.28699 2.22629 -0.41373

Atoms 1-2, force components in eV/Å:
O 4.176 2.879 -2.182
C 6.008 4.884 -1.096

Record 3
Density functional theory data (wB97M-V/def2-TZVPD) for a structure of composition H22Mg3O27S4.

Values from the calculation:
* spin multiplicity: 1
* net charge: -2
* relative energy (zero: lowest compared OMol25 entry of this formula, charge and spin): 690.5 kcal per mole

Geometry (Å):
Mg: -2.11697 2.75487 -1.75739
Mg: -1.75920 -4.40105 -0.09288
Mg: 0.76011 0.33358 4.81001
S: -4.01516 -3.65444 -4.40110
O: -3.31810 -3.73827 -3.14514
O: -4.13484 -5.00982 -4.90639
O: -5.33910 -3.11336 -4.06498
O: -3.31967 -2.81042 -5.31849
S: 1.11575 -0.20698 0.07483
O: 0.25471 -1.35502 -0.17377
O: 2.35084 -0.21215 -0.74772
O: 0.30227 0.97699 -0.12100
O: 1.50464 -0.07845 1.46176
S: -2.42995 -3.27856 3.54837
O: -1.54885 -4.34334 2.96160
O: -3.43345 -3.89371 4.42728
O: -1.63365 -2.18907 4.17917
O: -3.04908 -2.89843 2.35613
S: -4.48795 5.41776 1.53913
O: -4.55856 5.16124 2.99553
O: -3.68754 4.35493 0.92211
O: -5.82895 5.30341 0.98658
O: -3.83153 6.70119 1.22113
O: -1.26769 2.59315 3.81027
H: -1.85824 3.06858 4.39461
H: -1.54316 2.84953 2.93015
O: 0.27838 -6.19139 -1.77498
H: 1.06142 -6.72869 -1.65503
H: -0.19034 -6.60835 -2.49795
O: -0.71666 1.25784 -4.48246
H: -1.07641 0.44304 -4.83305
H: -0.20540 1.62444 -5.20388
O: 4.50051 -3.80150 -1.39667
H: 4.36075 -4.11868 -0.50443
H: 4.16954 -2.90339 -1.38671
O: 2.97706 2.59099 5.11551
H: 3.45500 2.59998 4.28622
H: 3.43224 3.23180 5.66178
O: 2.73895 -1.60494 6.33343
H: 2.54778 -2.53412 6.20576
H: 3.51267 -1.59431 6.89688
O: -4.03164 0.14054 -1.47565
H: -4.89457 -0.11558 -1.80122
H: -3.67743 -0.65672 -1.08175
O: -0.19097 5.20864 -2.13045
H: 0.74994 5.24072 -1.95752
H: -0.52275 6.04703 -1.80913
O: 5.26986 1.82396 1.89880
H: 4.59247 1.15054 1.96107
H: 5.84995 1.51714 1.20196
O: 3.97541 -1.33274 -5.23017
H: 4.54861 -0.63051 -5.53764
H: 3.80649 -1.12010 -4.31230
O: 3.63529 3.27327 -2.70783
H: 3.16925 2.97800 -3.49004
H: 3.74813 2.48118 -2.18239

Atoms 1-2, force components in eV/Å:
Mg 0.170 -0.367 1.061
Mg -0.125 1.058 0.960

Record 4
Density functional theory data (wB97M-V/def2-TZVPD) for a structure of composition C2H6ClN2.

Values from the calculation:
* spin multiplicity: 1
* net charge: +1
* relative energy (zero: lowest compared OMol25 entry of this formula, charge and spin): 139.3 kcal per mole

Geometry (Å):
C: 0.08734 -0.25929 -0.28325
C: 1.53123 0.17632 -2.19385
N: -1.57187 0.23376 2.04800
N: 0.93974 0.33675 -0.91208
Cl: -0.82289 -1.19873 0.44393
H: 1.90657 -0.82497 -2.21955
H: 2.17554 0.97526 -2.24010
H: 0.76862 0.23696 -2.94910
H: -2.54160 -0.13588 2.33964
H: -1.03081 -0.46165 2.75117
H: -1.44187 0.92146 3.21519

Atoms 1-2, force components in eV/Å:
C 6.124 3.994 -4.731
C -0.904 -0.628 -0.328

Record 5
Density functional theory data (wB97M-V/def2-TZVPD) for the molecule C2H4N2O2.

Values from the calculation:
* spin multiplicity: 1
* net charge: 0
* SMILES string: NC(=O)/N=C/O
* relative energy (zero: lowest compared OMol25 entry of this formula, charge and spin): 14.0 kcal per mole

Geometry (Å):
N: -0.78267 0.10305 -1.87109
C: -0.24681 0.57477 -0.71655
O: -0.16157 1.75472 -0.42773
N: 0.18899 -0.51401 0.08290
C: 0.66730 -0.23007 1.22521
O: 1.07753 -1.20270 2.03226
H: -1.19313 0.74326 -2.53092
H: -0.86460 -0.89170 -1.99713
H: 0.79050 0.76476 1.65553
H: 0.92686 -2.02529 1.53253

Atoms 1-2, force components in eV/Å:
N -0.029 0.078 -0.019
C -0.068 0.270 -0.026

Number 1: electronic energy -4170.2891 hartree, E_LUMO 0.0076 hartree, Kohn-Sham gap 9.00 eV. Number 2: electronic energy -323.4260 hartree, E_LUMO 0.0274 hartree, Kohn-Sham gap 9.67 eV. Number 3: electronic energy -4237.3038 hartree, E_LUMO -0.0296 hartree, Kohn-Sham gap 1.80 eV. Number 4: electronic energy -649.0506 hartree, E_LUMO -0.1950 hartree, Kohn-Sham gap 9.81 eV. Number 5: electronic energy -338.6309 hartree, E_LUMO 0.0311 hartree, Kohn-Sham gap 10.85 eV.